A cluster of 2 separate species, C5H13N3O in total in a non-equilibrium geometry, computed with wB97M-V/def2-TZVPD.

The HOMO energy comes out at -8.277 eV. For the electronic energy, the calculation gives -437.7605 hartree. The lowest unoccupied orbital energy comes out at 0.024 Eh. For the HOMO-LUMO gap, the calculation gives 8.93 eV.

```
22
Properties=species:S:1:pos:R:3:forces:R:3
C -0.2471 -2.3478 -0.4099 -0.4 0.7 -0.1
N 0.2272 -1.3012 0.4765 2.1 -0.1 0.1
C 1.1609 -0.4648 0.1189 -1.0 -1.7 0.9
C 2.0034 0.1902 1.1876 -0.5 0.3 -0.3
N 1.5219 -0.2170 -1.1691 0.3 0.3 -0.4
H 0.4411 -3.1977 -0.4245 0.1 0.1 0.0
H -0.4252 -2.0140 -1.4367 0.0 -0.1 -0.3
H -1.2054 -2.7032 -0.0234 0.1 0.0 -0.1
H 2.9280 -0.3845 1.3093 -0.1 0.0 -0.1
H 2.2562 1.2135 0.9020 0.1 0.0 0.1
H 1.4683 0.2147 2.1371 0.0 -0.1 -0.2
H 0.8771 -0.4903 -1.8956 0.2 0.0 0.1
H 2.0541 0.6239 -1.3464 -0.1 -0.2 0.0
C -0.9654 2.1724 -0.3331 -0.2 0.0 -0.1
N -0.9945 1.3944 0.8835 -0.2 -2.7 0.3
C -1.5338 0.1976 0.8960 -1.7 4.6 1.0
O -2.5031 -0.2001 0.0156 0.7 -0.8 -0.3
H -0.8671 1.5830 -1.2578 0.0 0.0 0.0
H -1.8646 2.7950 -0.4371 0.0 0.0 0.0
H -0.1070 2.8499 -0.2958 -0.1 0.0 -0.1
H -1.7175 -0.2836 1.8653 0.8 -0.2 -0.6
H -2.5074 0.3696 -0.7625 0.1 0.1 0.0
```
Positions in Å, forces in eV/Å.

Mulliken population analysis, charges in e, atoms 1 to 5: atom 1 (C): -0.938, atom 2 (N): -0.519, atom 3 (C): 0.899, atom 4 (C): -1.244, atom 5 (N): -0.461